Arrangement i

The following is a quantum chemistry calculation of C4H6O2 in the gas phase, from the OMol25 dataset.

* Kohn-Sham gap: 10.7579 eV
* LUMO: 1.06 eV
* SMILES: O=COC1CC1

```
! wB97M-V def2-TZVPD RIJCOSX def2/J DEFGRID3
* xyz 0 1
O -1.95289 0.13403 -1.80197
C -1.11076 -0.70123 -1.61589
O 0.05160 -0.49690 -0.99775
C -0.00248 0.51282 -0.00727
C 1.29053 0.68897 0.61481
C 0.01117 -0.29638 1.30731
H -1.19844 -1.74863 -1.91437
H -0.65168 1.34233 -0.27067
H 2.19047 0.23274 0.21344
H 1.46881 1.71924 0.97912
H -0.09524 -1.39123 1.14265
H -0.05614 -0.11250 2.37223
*
```

---

Arrangement ii

The following is a quantum chemistry calculation of 2 unconnected molecules or ions with the total composition C4H6O2, from the OMol25 dataset.

* Kohn-Sham gap: 9.3101 eV
* LUMO: 0.32 eV

```
! wB97M-V def2-TZVPD RIJCOSX def2/J DEFGRID3
* xyz 0 1
O 0.58884 1.05215 -2.08331
C 1.26171 -0.01788 -1.73537
C 0.57716 -0.06134 1.00788
C -0.60618 -0.10951 1.87629
O -1.06045 -0.10298 2.98629
C -0.86705 -0.21058 0.42857
H -0.33366 0.89780 -2.36518
H 0.56299 -0.89351 -1.85067
H 1.07830 0.89163 0.84781
H 1.24109 -0.92307 0.95965
H -1.15748 -1.17613 0.01497
H -1.28526 0.65342 -0.08694
*
```

---

Arrangement iii

The following is a quantum chemistry calculation of 3 unconnected molecules or ions with the total composition C4H6O2, from the OMol25 dataset.

* Kohn-Sham gap: 10.8032 eV
* LUMO: 0.71 eV

```
! wB97M-V def2-TZVPD RIJCOSX def2/J DEFGRID3
* xyz 0 1
O 0.45342 2.91935 0.39901
C 1.04585 1.95438 0.31573
C -1.74105 0.44414 -0.01889
C -1.46187 -0.85331 -0.08432
O 1.38767 -1.89433 -0.35414
C 2.02870 -0.90688 -0.10039
H -1.80771 1.05913 -0.91435
H -1.91735 0.94691 0.93046
H -1.39618 -1.47205 0.80749
H -1.28140 -1.35692 -1.03102
H 2.44775 -0.25030 -0.88749
H 2.24217 -0.59011 0.93792
*
```

---

Arrangement iv

The following is a quantum chemistry calculation of a molecular structure, C4H6O2, from the OMol25 dataset.

* Kohn-Sham gap: 8.1183 eV
* LUMO: -0.24 eV

```
! wB97M-V def2-TZVPD RIJCOSX def2/J DEFGRID3
* xyz 0 1
C -0.14933 -0.70227 -1.11391
C 0.35889 1.19933 -0.14447
O -0.67842 1.36386 0.62300
C -0.41440 0.08492 1.33011
C 0.72643 -0.20235 0.25575
O 1.79095 -0.83030 0.40985
H 0.48728 -0.59148 -1.99470
H -0.21177 -1.76308 -0.85864
H -1.15428 -0.30752 -1.29896
H 0.58723 1.95775 -0.89403
H -1.32323 -0.51976 1.36572
H -0.01935 0.31089 2.32029
*
```

---

Which one sits at the bottom of the stability order? arrangement ii does.

---

Arrangement i

The following is a quantum chemistry calculation of 7 unconnected molecules or ions with the total composition H14O7, from the OMol25 dataset.

* Kohn-Sham gap (spin up / spin down): 2.6475 / 10.8258 eV
* LUMO (spin up / spin down): 2.95 / 2.87 eV
* ⟨S²⟩: 0.7505

```
! wB97M-V def2-TZVPD RIJCOSX def2/J DEFGRID3
* xyz -1 2
O 1.11295 -3.61479 2.10821
H 0.51176 -2.88601 2.26210
H 1.18141 -4.05267 2.95662
O -0.82889 -1.31704 2.60809
H -1.13113 -0.47064 2.93744
H -1.54659 -1.92007 2.80174
O -3.06868 2.18434 -1.00521
H -2.12462 2.34242 -1.00230
H -3.15410 1.24420 -1.16354
O 0.29893 -0.45559 0.03084
H -0.49997 0.07085 0.00173
H 0.12779 -1.11445 0.70379
O -0.44475 2.55176 -1.29916
H -0.17519 3.02599 -2.08572
H 0.27640 2.67962 -0.68286
O 0.57735 -0.04580 -3.07959
H 0.01660 -0.16533 -2.31310
H 0.71888 -0.93151 -3.41387
O 2.96540 0.69318 0.02228
H 2.06576 0.55373 -0.27342
H 3.12069 1.62781 -0.11409
*
```

---

Arrangement ii

The following is a quantum chemistry calculation of 7 unconnected molecules or ions with the total composition H14O7, from the OMol25 dataset.

* Kohn-Sham gap (spin up / spin down): 2.4645 / 10.4590 eV
* LUMO (spin up / spin down): 2.94 / 2.85 eV
* ⟨S²⟩: 0.7504

```
! wB97M-V def2-TZVPD RIJCOSX def2/J DEFGRID3
* xyz -1 2
O 0.12807 0.14005 -0.18725
H -0.67449 -0.03239 -0.67958
H 0.24570 -0.63668 0.35965
O 2.65929 1.36927 -0.44511
H 1.80135 0.95571 -0.34948
H 2.91718 1.59633 0.44829
O -2.11596 -0.59191 -1.81488
H -2.54653 -1.11288 -2.49269
H -2.80856 -0.40180 -1.18212
O -1.38760 -3.79419 1.33260
H -0.67233 -3.18162 1.50402
H -2.17861 -3.31418 1.57776
O -0.52384 3.08087 0.80783
H -0.43310 3.49564 -0.05006
H -0.16025 2.20332 0.68978
O 0.74357 -2.12713 1.98800
H 0.64847 -2.21035 2.93683
H 1.66335 -2.33216 1.82010
O 0.69211 2.53812 -1.85879
H 1.30047 1.84992 -1.58951
H 0.70171 2.50608 -2.81541
*
```

---

Which one sits at the bottom of the stability order? arrangement i does.